# 1
# C4H7NO2

A single C4H7NO2 molecule (ωB97M-V/def2-TZVPD, OMol25).

XYZ file:
```
14
Properties=species:S:1:pos:R:3:forces:R:3:lowdin_charge:R:1
C -0.6871 0.9665 1.2422 -0.074 0.089 0.036 -0.065
C 0.1963 0.4049 0.1332 -0.008 -0.015 0.164 -0.242
C 1.2262 -0.5460 0.7673 0.046 -0.078 0.777 -0.211
O 1.3062 -0.6754 1.9645 -0.215 0.152 -0.220 0.057
C -0.6630 -0.1771 -1.0058 -0.119 -0.023 -0.024 -0.510
N 0.0200 -0.8792 -1.9562 0.005 -0.115 0.060 0.163
O -1.8554 0.0435 -1.0886 0.533 -0.158 0.042 0.067
H -1.2087 0.1530 1.7535 0.060 0.144 -0.073 0.094
H -0.0779 1.4907 1.9815 -0.095 -0.066 -0.108 0.085
H -1.4341 1.6444 0.8293 0.110 -0.072 0.001 0.084
H 0.7522 1.2287 -0.3478 0.075 -0.236 0.122 0.159
H 1.9721 -1.1456 0.2171 -0.250 0.238 -0.840 0.117
H 0.9697 -1.1794 -1.8067 -0.148 0.054 -0.058 0.087
H -0.5166 -1.3291 -2.6836 0.082 0.087 0.119 0.114
```
Positions in Å, forces in eV/Å.

- Electronic energy: -9846.630 eV
- Kohn-Sham gap: 10.68 eV
- ΔE to the lowest compared entry with this formula, charge and spin: 0.649 eV
- Net charge: 0
- SMILES string: C[C@@H](C=O)C(N)=O
- LUMO: 0.65 eV
- Highest occupied orbital energy: -10.04 eV

---

# 2
# C39H39BClF7N2O3S

7 unconnected molecules or ions with the total composition C39H39BClF7N2O3S (ωB97M-V/def2-TZVPD, OMol25).

XYZ file:
```
93
Properties=species:S:1:pos:R:3:forces:R:3:lowdin_charge:R:1
C -0.2301 -0.1778 0.7937 -0.845 0.087 0.105 -0.115
C -1.5775 -0.2686 1.6239 0.789 0.805 -0.529 -0.224
C -2.5283 0.8508 1.0646 1.059 -0.217 0.280 -0.638
Cl -1.9838 2.4127 1.8597 -0.160 -0.745 -0.587 0.682
N -3.9557 0.6113 1.3734 -1.794 1.041 -0.805 -0.095
B -4.5530 -0.5155 0.5570 -0.854 -2.278 -0.905 -0.640
N -4.8560 -1.7964 1.2296 0.312 1.845 -0.164 0.176
O -4.8346 -0.4205 -0.8365 1.103 -0.185 1.875 0.121
S -4.9172 1.9992 1.1198 -0.040 4.978 0.185 0.726
O -4.5017 2.8113 -0.0402 -0.858 -2.493 2.084 -0.282
O -5.1166 2.7685 2.3677 0.231 -2.710 -2.628 -0.300
F -6.4105 1.4137 0.7352 2.208 -0.187 0.679 -0.164
H -0.1694 0.8201 0.3106 0.035 -0.785 0.335 0.049
H 0.6323 -0.2826 1.4785 -0.467 -0.067 -0.627 0.072
H -0.2222 -0.9573 -0.0005 0.156 0.500 0.558 0.076
H -1.9832 -1.2959 1.5395 -0.034 0.709 0.301 0.093
H -1.3234 0.0228 2.6644 -0.589 -0.650 -0.497 0.104
H -2.3167 0.9416 -0.0279 -0.506 0.353 0.739 0.119
H -4.0767 -2.4462 1.1420 -0.512 -0.277 -0.126 0.075
H -5.0379 -1.6376 2.2187 0.483 -0.199 -0.100 0.062
H -4.0174 -0.5030 -1.3417 -0.134 0.377 -0.381 0.104
F 0.4718 -2.7697 1.9944 -0.097 -0.085 0.107 0.054
C 1.5481 -3.4615 1.5774 0.489 -0.316 -0.186 -0.278
C 2.2624 -3.0038 0.4850 -0.092 0.233 -0.129 -0.021
C 3.3767 -3.7125 0.0545 -0.056 -0.200 0.214 -0.083
C 3.7565 -4.8759 0.7152 0.029 -0.013 -0.024 -0.093
C 3.0263 -5.3271 1.8093 -0.002 0.203 -0.173 -0.081
C 1.9178 -4.6135 2.2481 -0.136 -0.048 0.162 -0.016
H 1.9468 -2.1001 -0.0214 0.012 0.001 0.044 0.103
H 3.9474 -3.3588 -0.7953 -0.059 0.027 0.018 0.100
H 4.6229 -5.4308 0.3763 -0.036 0.021 0.024 0.101
H 3.3202 -6.2349 2.3209 -0.028 0.045 0.009 0.105
H 1.3423 -4.9449 3.1032 -0.018 0.028 -0.033 0.117
F 1.6770 1.8300 0.7518 0.293 0.199 0.043 0.034
C 2.2338 2.8445 0.0632 0.266 0.488 -0.290 -0.276
C 1.4373 3.8981 -0.3489 -0.248 -0.041 0.070 -0.013
C 2.0121 4.9467 -1.0554 0.238 -0.168 0.021 -0.079
C 3.3712 4.9243 -1.3494 -0.002 0.046 -0.025 -0.098
C 4.1578 3.8566 -0.9328 -0.239 0.084 0.008 -0.085
C 3.5881 2.8115 -0.2170 0.081 -0.199 0.076 -0.018
H 0.3791 3.8937 -0.1169 0.033 -0.024 0.038 0.108
H 1.4009 5.7804 -1.3768 -0.012 -0.052 0.021 0.106
H 3.8169 5.7411 -1.9040 -0.014 -0.037 0.027 0.100
H 5.2151 3.8379 -1.1655 -0.033 -0.021 0.035 0.104
H 4.1864 1.9756 0.1232 -0.046 -0.001 -0.002 0.116
F 0.5160 -0.9595 -3.5857 -0.084 0.042 0.053 0.053
C 1.5926 -1.6467 -4.0112 0.484 -0.268 -0.200 -0.287
C 2.3039 -1.1855 -5.1049 -0.070 0.127 -0.035 -0.010
C 3.4181 -1.8940 -5.5394 -0.248 -0.126 0.190 -0.074
C 3.8000 -3.0590 -4.8816 0.032 0.000 -0.015 -0.086
C 3.0732 -3.5130 -3.7872 0.038 0.205 -0.177 -0.089
C 1.9658 -2.7997 -3.3454 -0.173 -0.055 0.216 -0.027
H 1.9858 -0.2810 -5.6082 -0.020 -0.011 0.045 0.116
H 3.9864 -1.5405 -6.3877 -0.243 -0.070 0.175 0.077
H 4.6662 -3.6124 -5.2242 -0.036 0.031 0.005 0.103
H 3.3684 -4.4223 -3.2778 -0.046 0.036 0.013 0.103
H 1.3927 -3.1341 -2.4891 -0.017 0.011 -0.031 0.108
F 5.8299 -1.2831 -7.0764 0.306 -0.013 -0.126 0.038
C 6.3826 -0.2602 -7.7587 0.296 0.499 -0.340 -0.277
C 5.5836 0.7953 -8.1608 -0.215 -0.060 0.089 -0.016
C 6.1549 1.8509 -8.8595 0.227 -0.157 0.026 -0.080
C 7.5133 1.8337 -9.1559 -0.003 0.047 -0.024 -0.095
C 8.3025 0.7642 -8.7494 -0.242 0.085 0.016 -0.082
C 7.7361 -0.2880 -8.0415 0.079 -0.204 0.089 -0.016
H 4.5261 0.7872 -7.9276 0.030 -0.013 0.014 0.114
H 5.5416 2.6861 -9.1731 -0.009 -0.052 0.017 0.106
H 7.9564 2.6558 -9.7045 -0.016 -0.040 0.024 0.101
H 9.3593 0.7494 -8.9840 -0.035 -0.022 0.035 0.105
H 8.3366 -1.1254 -7.7093 -0.048 -0.002 -0.005 0.117
F -3.1138 6.8669 4.2389 0.088 0.050 -0.033 0.056
C -4.1993 6.3116 4.8081 -0.529 -0.275 0.259 -0.284
C -4.9663 5.4208 4.0786 0.136 0.035 -0.239 -0.016
C -6.0831 4.8446 4.6687 0.037 0.168 0.238 -0.080
C -6.4255 5.1732 5.9763 -0.026 -0.014 -0.007 -0.098
C -5.6484 6.0736 6.6961 -0.008 -0.115 -0.215 -0.092
C -4.5245 6.6435 6.1116 0.150 0.153 0.087 -0.026
H -4.6890 5.1828 3.0597 0.013 -0.032 0.052 0.107
H -6.6855 4.1406 4.1093 0.087 0.024 -0.031 0.099
H -7.2997 4.7258 6.4339 0.037 0.023 -0.014 0.098
H -5.9178 6.3320 7.7127 0.044 0.001 -0.029 0.101
H -3.9023 7.3402 6.6593 0.000 -0.003 -0.046 0.113
F -3.1995 -2.7863 3.4010 0.113 0.001 0.004 0.042
C -3.8031 -3.5197 4.3595 -0.296 -0.394 0.505 -0.278
C -3.1403 -3.7511 5.5513 0.229 0.123 -0.018 -0.016
C -3.7641 -4.5016 6.5394 -0.205 -0.019 -0.205 -0.080
C -5.0362 -5.0191 6.3203 0.001 -0.023 0.043 -0.094
C -5.6879 -4.7823 5.1160 0.211 0.053 0.134 -0.078
C -5.0712 -4.0233 4.1295 -0.033 0.099 -0.246 -0.020
H -2.1471 -3.3463 5.7001 -0.033 0.021 -0.034 0.118
H -3.2588 -4.6834 7.4794 0.014 0.019 -0.049 0.106
H -5.5193 -5.6077 7.0906 0.017 0.027 -0.038 0.102
H -6.6765 -5.1889 4.9444 0.031 0.044 -0.022 0.107
H -5.5676 -3.8217 3.1878 0.029 -0.029 0.003 0.108
```
Positions in Å, forces in eV/Å.

- Electronic energy: -93255.430 eV
- Kohn-Sham gap: 9.05 eV
- Net charge: 0
- SMILES string: CC[C@H](Cl)N(B(N)O)S(=O)(=O)F.Fc1ccccc1.Fc1ccccc1.Fc1ccccc1.Fc1ccccc1.Fc1ccccc1.Fc1ccccc1
- LUMO: 0.25 eV
- Highest occupied orbital energy: -8.80 eV

---

# 3
# C20H28CeN6O5

A molecular structure, C20H28CeN6O5 (ωB97M-V/def2-TZVPD, OMol25).

XYZ file:
```
60
Properties=species:S:1:pos:R:3:forces:R:3:mulliken_spin:R:1
Ce -0.2803 0.5324 -0.0252 -0.713 2.891 0.237 0.979
N -2.4328 0.4203 1.7509 0.011 -0.168 -0.206 0.000
C -3.3802 1.4574 1.3234 0.059 0.008 0.031 0.000
C -2.7358 2.8187 1.4678 0.095 0.386 -0.008 0.000
N -1.4657 2.9636 0.7166 0.201 -0.147 -0.080 -0.005
C -0.4092 3.6028 1.5406 -0.016 0.070 -0.153 0.004
C -0.0004 2.8171 2.7750 0.044 -0.128 0.206 0.000
N 0.5120 1.4817 2.4357 0.099 0.103 -0.267 0.000
C -1.6909 3.7588 -0.5147 -0.236 0.022 0.240 -0.004
C -0.7088 3.4827 -1.6313 -0.083 -0.159 -0.240 0.008
N -0.8482 2.0804 -2.0744 0.181 0.054 0.078 0.001
H -2.8484 -0.4999 1.6557 -0.021 -0.009 0.008 0.000
H -2.1865 0.5275 2.7281 -0.027 0.070 0.034 0.000
H -4.3074 1.4541 1.9019 -0.049 -0.015 -0.006 0.000
H -3.6587 1.2676 0.2824 0.068 -0.021 -0.022 0.000
H -2.5466 3.0070 2.5243 -0.030 -0.037 0.008 0.000
H -3.4364 3.5959 1.1503 -0.056 -0.019 0.053 0.000
H -0.7247 4.6097 1.8441 -0.058 -0.018 0.070 0.000
H 0.4727 3.7451 0.9097 -0.015 -0.078 -0.039 -0.001
H -0.8454 2.7071 3.4542 -0.004 -0.056 0.021 0.000
H 0.7376 3.4134 3.3174 0.014 0.065 -0.020 0.000
H 0.6414 0.8964 3.2522 -0.152 0.070 0.118 0.000
H 1.4355 1.5625 2.0132 0.063 0.004 -0.050 0.000
H -1.7020 4.8291 -0.2747 0.049 0.022 -0.008 0.000
H -2.6962 3.5213 -0.8731 0.039 -0.049 -0.062 0.000
H 0.3224 3.6453 -1.3158 0.028 -0.068 0.041 -0.001
H -0.9064 4.1850 -2.4430 0.032 0.076 -0.012 0.000
H -0.1051 1.8078 -2.7131 0.068 0.034 -0.012 0.001
H -1.7111 1.9342 -2.5873 -0.072 0.084 0.029 0.001
O -2.7241 -3.5222 -1.7419 0.145 0.013 0.176 0.000
C -1.8437 -4.2347 -1.0191 -0.425 -0.011 -0.372 0.000
C -1.8831 -5.6196 -1.1878 0.196 -0.029 0.171 0.000
C -1.0056 -6.4113 -0.4842 0.077 -0.130 0.047 0.000
C -0.0634 -5.8649 0.4031 -0.190 0.048 -0.151 0.000
C -0.0202 -4.5048 0.5618 0.029 -0.053 0.018 0.001
C -0.9081 -3.6651 -0.1446 0.274 -0.143 0.192 0.001
C -0.8244 -2.2393 -0.0090 0.678 0.393 0.420 0.000
O -1.6560 -1.4066 -0.4047 -0.365 -0.850 -0.074 -0.001
N 0.1483 -1.6924 1.0142 0.144 -1.353 -0.227 0.013
N 1.3519 -1.4688 0.8159 -0.133 -0.442 -0.628 0.022
C 1.8877 -1.7186 -0.6258 -0.728 0.109 0.290 0.001
C 2.9956 -0.7720 -0.9338 0.836 -0.200 -0.154 -0.003
C 4.1202 -1.2679 -1.5897 -0.007 -0.046 -0.019 0.000
C 5.1935 -0.4454 -1.8943 -0.100 0.099 0.078 0.000
C 5.1487 0.8905 -1.5131 -0.038 0.140 0.049 0.000
C 4.0441 1.4102 -0.8471 0.485 -0.238 -0.366 0.000
C 2.9701 0.5794 -0.5808 -1.347 0.282 0.679 -0.001
O 1.8663 1.0779 0.0368 0.581 -0.280 -0.227 -0.011
H -2.6212 -2.5798 -1.5387 0.019 0.051 -0.018 0.000
H -2.6062 -6.0398 -1.8726 -0.001 0.028 0.002 0.000
H -1.0452 -7.4855 -0.6176 0.000 0.026 0.003 0.000
H 0.6091 -6.5047 0.9555 -0.007 -0.010 -0.015 0.000
H 0.6923 -4.0777 1.2567 -0.042 0.049 -0.029 0.000
H 2.2204 -2.7573 -0.5732 0.209 -0.014 -0.064 0.000
H 4.1494 -2.3164 -1.8673 0.010 0.027 0.004 0.000
H 6.0610 -0.8331 -2.4098 -0.031 -0.042 0.009 0.000
H 5.9885 1.5362 -1.7386 -0.015 0.004 0.022 0.000
H 3.9964 2.4481 -0.5460 0.004 -0.011 -0.004 0.000
O 0.4414 -0.3987 -1.9490 0.234 -0.561 -0.052 -0.008
O 0.8220 -1.7409 -1.5460 -0.013 0.157 0.251 0.001
```
Positions in Å, forces in eV/Å.

- Electronic energy: -53295.545 eV
- Kohn-Sham gap (alpha / beta): 7.01 / 7.00 eV
- Net charge: +1
- LUMO (alpha / beta): -3.48 / -3.49 eV
- Highest occupied orbital energy (alpha / beta): -10.49 / -10.50 eV
- Spin multiplicity: 2
- <S²>: 0.751

---

# 4
# C5H17N2O

2 unconnected molecules or ions with the total composition C5H17N2O (ωB97M-V/def2-TZVPD, OMol25).

XYZ file:
```
25
Properties=species:S:1:pos:R:3:forces:R:3:lowdin_charge:R:1
C -1.2944 -1.0596 1.0952 1.636 -1.796 1.441 -0.161
C -1.1110 0.3993 1.5292 -0.200 -0.393 0.389 -0.209
C -1.2346 1.2622 0.2535 3.070 -2.613 -1.863 -0.114
C 0.2399 1.3516 -0.5983 -1.755 -0.529 1.558 -0.163
N 0.5590 0.2209 -1.4951 -2.425 -0.338 0.783 -0.149
C -0.1403 0.4186 -2.8159 -1.277 -2.448 1.532 -0.049
N 0.0443 -1.6033 0.5475 1.543 2.298 -1.418 0.077
H -2.0091 -1.1920 0.2610 0.143 0.081 0.788 0.124
H -1.4440 -1.8166 1.9452 -0.533 1.426 -1.093 0.143
H -1.9235 0.7239 2.2280 0.450 -0.610 -0.591 0.125
H -0.1509 0.5450 2.1686 -1.359 -0.221 -1.405 0.144
H -1.4607 2.1899 0.6429 -0.611 2.394 -0.163 0.069
H -2.0035 0.8299 -0.4774 0.866 0.916 1.248 0.124
H 1.0628 1.4795 0.0911 0.069 -0.266 0.616 0.101
H 0.2246 2.2879 -1.0981 -0.218 0.816 -0.973 0.090
H 1.5474 0.0876 -1.5393 0.608 0.290 -0.734 0.109
H -0.0078 -0.4103 -3.5129 0.546 0.196 0.121 0.089
H 0.2404 1.3124 -3.1096 0.823 2.536 -1.904 0.042
H -1.2651 0.5074 -2.7480 1.258 -0.029 0.617 0.106
H -0.0204 -2.6223 0.4378 0.617 0.577 0.136 0.147
H 0.9555 -1.1914 0.9951 -1.712 -1.548 0.368 0.109
H 0.3420 -1.0605 -0.4337 -1.497 -0.745 0.551 0.138
H 2.8365 -1.5691 2.4063 -0.521 2.470 -2.792 0.145
H 3.3873 -0.1887 1.6265 -2.259 -2.243 0.066 0.125
O 2.6254 -0.9024 1.6003 2.738 -0.221 2.723 -0.160
```
Positions in Å, forces in eV/Å.

- Electronic energy: -10480.831 eV
- Kohn-Sham gap: 10.34 eV
- ΔE to the lowest compared entry with this formula, charge and spin: 2.103 eV
- Net charge: +1
- LUMO: -2.93 eV
- Highest occupied orbital energy: -13.27 eV

---

# 5
# C3HF6PS2

A single C3HF6PS2 molecule (ωB97M-V/def2-TZVPD, OMol25).

XYZ file:
```
13
Properties=species:S:1:pos:R:3:forces:R:3:mulliken_spin:R:1
C 1.5147 -0.0403 -0.3401 -2.350 0.130 -2.894 0.491
C -1.2488 -1.0045 -0.2720 0.854 -0.013 -1.438 0.048
C -0.6722 1.5716 0.7411 -0.383 -0.412 -1.674 -0.003
F -0.7813 -1.5999 0.8430 -1.016 0.299 -0.661 0.002
F -1.0887 -1.9237 -1.3077 -0.546 0.855 1.294 0.000
F -2.5674 -0.6761 -0.1944 1.105 -0.729 0.382 0.006
F 0.2320 2.5113 0.9182 0.817 0.726 0.465 0.004
F -1.8361 2.2027 0.4972 -0.224 -0.194 0.187 0.000
F -0.7981 0.8550 1.8462 -0.092 0.020 0.550 -0.001
P -0.2163 0.5571 -0.8372 0.636 -0.928 1.477 0.106
S 2.1244 0.0953 1.1353 1.120 -0.028 2.086 1.161
S 2.1338 -0.8685 -1.7699 1.618 -0.901 0.571 0.178
H 3.2040 -1.6800 -1.2596 -1.541 1.174 -0.346 0.007
```
Positions in Å, forces in eV/Å.

- Electronic energy: -50388.529 eV
- Kohn-Sham gap (alpha / beta): 7.63 / 6.74 eV
- Net charge: 0
- LUMO (alpha / beta): 0.31 / -3.13 eV
- Highest occupied orbital energy (alpha / beta): -7.32 / -9.87 eV
- Spin multiplicity: 3
- <S²>: 2.007

---

# 6
# C17H14IN4PdS3

A molecular structure, C17H14IN4PdS3 (ωB97M-V/def2-TZVPD, OMol25).

XYZ file:
```
40
Properties=species:S:1:pos:R:3:forces:R:3:lowdin_charge:R:1
Pd -0.9261 -0.4841 -1.3000 -0.060 -0.189 0.189 0.298
S 5.2871 -0.7760 3.6406 -0.056 -0.050 -0.053 0.970
N 5.1215 -0.6122 2.0381 -0.030 0.038 0.043 -0.227
C 3.8253 -0.6547 1.7814 0.107 -0.018 0.078 -0.303
C 3.2275 -0.5396 0.4664 -0.152 -0.006 -0.079 -0.090
C 3.9939 -0.3494 -0.6799 -0.017 0.007 -0.031 -0.003
C 3.3514 -0.2339 -1.8903 0.033 0.001 0.003 -0.036
C 1.9642 -0.3201 -1.9200 -0.039 -0.004 0.041 -0.115
N 1.2210 -0.5150 -0.8357 0.006 0.006 -0.036 0.004
C 1.8287 -0.6161 0.3576 0.121 0.013 -0.076 -0.111
C 0.9970 -0.7959 1.5689 -0.070 -0.024 0.165 -0.136
N -0.3203 -0.8480 1.4000 0.068 -0.053 -0.025 0.127
C -1.1052 -0.9976 2.4467 0.019 0.004 -0.075 -0.096
C -0.6158 -1.1066 3.7489 0.021 -0.005 0.054 -0.042
C 0.7459 -1.0569 3.9453 -0.016 -0.002 0.018 -0.009
C 1.5832 -0.8984 2.8419 -0.151 0.003 -0.130 -0.095
C 3.0239 -0.8310 2.9450 0.110 -0.019 0.056 -0.304
N 3.7295 -0.9194 4.0596 0.017 0.053 -0.029 -0.225
H 5.0707 -0.2897 -0.5932 0.004 -0.001 -0.002 0.114
H 3.8951 -0.0749 -2.8108 0.014 0.002 0.009 0.106
H 1.4115 -0.2194 -2.8444 0.013 -0.002 0.001 0.106
H -2.1683 -1.0323 2.2320 -0.005 -0.007 0.013 0.119
H -1.2961 -1.2285 4.5808 -0.008 0.000 -0.005 0.102
H 1.1807 -1.1374 4.9331 0.009 0.002 -0.001 0.112
C -4.7860 1.7408 -2.4295 -0.021 0.015 -0.035 -0.167
C -3.3836 1.3921 -1.9877 -0.009 0.021 0.017 -0.805
S -3.0991 -0.3406 -1.8340 0.012 -0.017 -0.096 0.473
C -2.4362 2.3027 -1.7330 -0.005 -0.005 -0.007 -0.836
C -2.6532 3.7866 -1.8397 -0.050 0.022 0.004 -0.163
S -0.8171 1.8260 -1.2362 0.038 0.203 -0.022 0.451
H -5.4178 0.8526 -2.4009 0.002 -0.004 0.006 0.040
H -4.8020 2.1203 -3.4563 -0.011 -0.002 0.001 0.070
H -5.2480 2.4961 -1.7885 0.018 0.003 0.009 0.063
H -3.6611 4.0308 -2.1793 0.003 0.003 0.000 0.051
H -1.9427 4.2344 -2.5403 0.010 -0.008 -0.004 0.058
H -2.4925 4.2717 -0.8719 0.013 0.003 0.001 0.061
I -2.5661 -3.8137 -0.9119 -0.001 0.058 0.051 0.456
C -0.8969 -2.5437 -1.4950 0.090 -0.036 -0.044 -0.855
H -0.7270 -2.8546 -2.5273 -0.043 -0.015 0.017 -0.076
H -0.0971 -2.9647 -0.8806 0.017 0.014 -0.023 -0.087
```
Positions in Å, forces in eV/Å.

- Electronic energy: -67905.933 eV
- Kohn-Sham gap: 4.19 eV
- ΔE to the lowest compared entry with this formula, charge and spin: 0.232 eV
- Net charge: -1
- LUMO: 1.38 eV
- Highest occupied orbital energy: -2.81 eV

---

> Among the records above, which one has the highest electronic energy?

C4H7NO2